[1]
54
Properties=species:S:1:pos:R:3 method="wB97M-V/def2-TZVPD" multiplicity=1 relative_energy_kcal_mol=19.5 homo_lumo_gap_ha="0.2362 / 0.2363" charge=0
Pd 0.06856 0.67522 -0.77485
I -6.84735 0.05916 2.34907
C -5.06197 -0.29689 1.34803
C -4.29403 -1.41381 1.66867
C -3.09452 -1.62295 1.00833
I -1.94669 -3.29099 1.48891
C -2.60297 -0.74257 0.01139
O -1.47690 -0.91956 -0.58490
C -3.42183 0.37102 -0.28750
C -2.94697 1.33976 -1.32443
N -1.72171 2.06518 -0.89682
C -1.86242 2.74652 0.38457
C -1.55596 1.79020 1.49756
C -2.35956 1.64591 2.61531
C -2.02220 0.69502 3.55975
C -0.88062 -0.07068 3.37365
C -0.11499 0.15512 2.24875
N -0.44041 1.07479 1.32966
C -4.62988 0.57837 0.36733
H -4.62766 -2.11347 2.42374
H -3.74955 2.05568 -1.52630
H -2.70011 0.82510 -2.25241
H -1.43442 2.70121 -1.63023
H -2.86126 3.16915 0.52510
H -1.13977 3.56359 0.41114
H -3.25151 2.25005 2.71984
H -2.65764 0.53687 4.42273
H -0.59900 -0.84803 4.07059
H 0.79624 -0.39583 2.05869
H -5.23051 1.44519 0.11141
S 1.42475 -0.58407 -4.74937
C 0.92107 0.37794 -3.55466
N 0.55020 1.09113 -2.68422
C 3.35808 -2.52345 -2.04931
N 2.53939 -1.74052 -1.12520
C 1.17708 -2.22888 -0.90969
C 2.88707 -0.49883 -0.75855
N 2.02264 0.34375 -0.24615
N 4.21899 -0.15391 -0.94769
C 5.19869 -0.90069 -0.16342
C 4.52436 1.26381 -1.03455
H 2.71222 -2.93336 -2.82393
H 3.85851 -3.34975 -1.54059
H 4.10080 -1.89132 -2.52384
H 1.16732 -3.29614 -1.12274
H 0.46033 -1.74206 -1.56328
H 0.85725 -2.08303 0.11843
H 2.45280 1.20522 0.05220
H 4.91595 -1.94651 -0.08507
H 5.28765 -0.49067 0.84977
H 6.17450 -0.84368 -0.64618
H 4.57639 1.74928 -0.04899
H 3.78404 1.77296 -1.64851
H 5.49755 1.37443 -1.51124


[2]
7
Properties=species:S:1:pos:R:3 method="wB97M-V/def2-TZVPD" multiplicity=1 relative_energy_kcal_mol=113.5 homo_lumo_gap_ha="0.1695 / 0.1694" charge=0
C 1.59622 0.02535 -0.12104
O -1.09119 0.69947 -0.20067
F -2.91219 -0.82592 0.93018
S -2.44983 0.13704 -0.38018
H 1.73413 -0.83519 -0.70513
H 1.51296 -0.15442 0.89042
H 1.60989 0.95366 -0.41359


[3]
45
Properties=species:S:1:pos:R:3 method="wB97M-V/def2-TZVPD" multiplicity=1 homo_lumo_gap_ha=0.3216 charge=0 smiles=Cc1ccc(N(C)c2nc(Cl)c(Br)c(N3CCN(C)CC3)n2)cc1
Cl -3.84333 -1.71704 -0.13779
Br -1.58554 -3.75402 0.70415
N -2.09750 -0.06738 -1.00818
N 0.22402 -0.49559 -1.07135
C -0.82950 0.28517 -1.12576
C -2.24889 -1.33664 -0.58917
C 0.02723 -1.65604 -0.60204
C -1.12912 3.11754 0.38900
C -2.31385 3.18396 -1.69760
C -1.96128 4.24041 0.87379
C -3.19126 4.11445 -1.23695
C -1.16542 -2.17044 -0.26439
C -1.29685 2.67995 -0.90942
C -3.00774 4.65221 0.00934
N -0.56285 1.62781 -1.52723
N 1.21374 -2.30557 -0.45451
N 3.15723 -3.60063 1.26630
C -3.97762 5.78235 0.33254
C 0.87678 2.09460 -1.80544
C 3.70727 -4.25678 2.40078
C 2.36810 -1.55010 0.12638
C 1.45037 -3.70065 -0.61131
C 2.76378 -2.24571 1.43323
C 2.09409 -4.39312 0.50752
H -0.40531 2.57319 0.98312
H -2.39457 2.81912 -2.70352
H -1.96346 4.60481 1.86634
H -3.99961 4.45852 -1.87279
H -3.42239 6.77006 0.40966
H -4.68664 5.90527 -0.56255
H -4.52623 5.69170 1.27008
H 0.90255 3.14193 -1.57304
H 1.09214 1.86738 -2.86067
H 1.61839 1.56118 -1.18026
H 4.55524 -3.74244 2.76244
H 4.27783 -5.18989 2.14432
H 2.94806 -4.65191 3.05730
H 3.27877 -1.56486 -0.62410
H 2.10519 -0.55062 0.33986
H 2.07709 -3.93399 -1.45593
H 0.55010 -4.15745 -0.70070
H 3.56277 -1.74134 2.00014
H 1.95984 -2.39861 2.18278
H 2.47695 -5.40717 0.17847
H 1.32147 -4.58362 1.33714


[4]
16
Properties=species:S:1:pos:R:3 method="wB97M-V/def2-TZVPD" multiplicity=1 relative_energy_kcal_mol=92.5 homo_lumo_gap_ha=0.3228 charge=0 smiles="C=C=C/C=C(/C)N"
C 0.86918 -1.01232 -1.33984
C 0.53687 -0.40503 -0.00082
N 0.14791 -1.42087 0.92956
C 1.15003 0.86026 0.34790
C 0.12076 1.62536 0.86083
C -2.21691 0.83870 -0.03391
C -0.98070 0.91832 0.40365
H 0.87351 -2.12772 1.01552
H -0.08643 -1.04861 1.84087
H 2.12141 1.20078 -0.00161
H 0.14558 2.50818 1.49073
H -0.05540 -1.31712 -1.83473
H 1.48634 -1.91182 -1.23532
H 1.38324 -0.30273 -1.98743
H -2.69804 -0.12531 -0.16104
H -2.79734 1.71992 -0.29435


[5]
59
Properties=species:S:1:pos:R:3 method="wB97M-V/def2-TZVPD" multiplicity=6 relative_energy_kcal_mol=0.0 homo_lumo_gap_ha="0.2858 / 0.2327" charge=0
Fe -1.08813 -0.13046 0.05236
O -1.64311 -3.96975 3.83875
C -1.90218 -4.55375 2.65484
C -2.08542 -5.93713 2.65289
C -2.35179 -6.60802 1.47731
C -2.44893 -5.91770 0.26980
C -2.27450 -4.54911 0.26776
C -1.99987 -3.84552 1.44358
C -1.79849 -2.38594 1.35581
O -2.01101 -1.80961 0.20133
N -1.41275 -1.72470 2.41425
N -1.25925 -0.38502 2.06817
C -1.42877 0.50829 2.96999
C -1.51552 1.92102 2.69007
C -1.62044 2.81529 3.76910
C -1.83201 4.15661 3.56543
C -1.96681 4.62752 2.25275
C -1.87866 3.77271 1.17934
C -1.64285 2.40591 1.37438
O -1.54524 1.61418 0.32005
H -1.45611 -3.01853 3.67085
H -2.00223 -6.46052 3.59617
H -2.48367 -7.68260 1.49850
H -2.65840 -6.44496 -0.65089
H -2.35407 -3.98276 -0.65046
H -1.59198 0.16882 3.99207
H -1.52795 2.42342 4.77568
H -1.90422 4.83594 4.40321
H -2.13998 5.68196 2.07741
H -1.97369 4.12725 0.16146
C 0.52685 -3.03519 -3.07336
Si 1.87464 -2.16024 -2.15279
C 2.83191 -3.32020 -1.07667
C 2.99666 -1.20403 -3.27769
Se 0.96492 -0.57373 -0.77049
H 0.94659 -3.70110 -3.83356
H -0.14034 -2.32603 -3.56581
H -0.06538 -3.63547 -2.37906
H 3.35382 -4.05767 -1.69374
H 2.16523 -3.84906 -0.39291
H 3.57189 -2.78193 -0.48146
H 3.67850 -1.88820 -3.79122
H 3.59827 -0.49317 -2.70692
H 2.43134 -0.65216 -4.03185
C 1.60070 5.88738 -0.59266
N 1.59413 4.67049 -1.36673
C 1.87891 4.69833 -2.79241
C 1.89589 3.21018 -3.15770
N 2.08965 2.59251 -1.85728
C 1.82007 3.44101 -0.83091
S 1.77679 3.03943 0.78367
H 0.98868 6.63631 -1.09607
H 2.61554 6.28118 -0.47049
H 1.18847 5.67865 0.39109
H 2.84320 5.18095 -2.98795
H 1.10593 5.25006 -3.32778
H 2.70920 2.96226 -3.83805
H 0.95276 2.89956 -3.61596
H 2.00320 1.59706 -1.70523


[6]
48
Properties=species:S:1:pos:R:3 method="wB97M-V/def2-TZVPD" multiplicity=1 relative_energy_kcal_mol=90.5 homo_lumo_gap_ha=0.3381 charge=+1
N -0.56099 -3.24676 0.16920
C -0.29496 -2.99692 -1.28762
C -0.79681 -1.55793 -1.66107
N -0.99227 -0.62437 -0.56485
C 0.07920 0.27781 -0.21093
C -0.11399 0.70778 1.22467
N -0.58151 2.10055 1.23034
C 0.53046 3.09420 1.35868
H -1.37241 -2.80724 0.51474
H -0.69815 -4.19873 0.34189
H 0.35086 -2.88297 0.68128
H 0.89564 -3.05111 -1.30234
H -0.86546 -3.65499 -2.09609
H 0.18643 -1.27427 -2.20945
H -1.95824 -1.66539 -2.07124
H -1.87621 -0.29464 -0.49216
H 1.09493 -0.15908 -0.34649
H -0.01072 1.18832 -0.95582
H -0.70539 -0.06640 1.78785
H 0.88824 0.69719 1.76056
H -1.14904 2.22352 2.09204
H 0.06395 3.99132 0.77112
H 1.40671 2.66324 0.67293
H 1.11467 3.18371 2.24065
H -3.38073 -0.12565 0.52880
H -3.58735 1.19458 1.23602
O -3.73585 0.69546 0.50889
H -0.07326 -1.48909 4.35074
H 0.21846 0.07400 4.13268
O -0.03866 -0.80267 3.67274
H 3.35344 1.94471 -0.97945
H 2.11997 1.38834 -1.27791
O 2.72704 1.52084 -0.40968
H 1.96577 0.63114 -3.71863
H 0.76400 0.69004 -2.61487
O 1.65569 0.92603 -2.87914
H -1.50679 1.14561 -2.31499
H -0.93780 1.30284 -3.82169
O -0.88891 0.73447 -3.01762
H -1.80345 2.24563 -0.69315
H -3.21204 1.85252 -0.85332
O -2.49631 2.09968 -1.39512
H 3.95090 -1.03725 1.19444
H 3.16509 -0.10069 0.27370
O 3.14341 -0.90205 0.63994
H 0.92368 -1.66159 2.58277
H 1.84678 -1.76613 1.34790
O 1.19202 -2.20760 1.85908


[7]
18
Properties=species:S:1:pos:R:3 method="wB97M-V/def2-TZVPD" multiplicity=1 relative_energy_kcal_mol=42.9 homo_lumo_gap_ha=0.3489 charge=0 smiles="C=C(N)CCCO"
C -1.56877 0.04670 -1.12464
O -1.63250 1.45359 -1.42652
C -1.34863 -0.12710 0.35661
C -0.02578 0.49929 0.84943
C 1.18320 -0.20929 0.27546
C 2.27677 0.38883 -0.16431
N 1.09389 -1.63123 0.30177
H -0.66335 -0.18843 -1.69574
H -2.39840 -0.58074 -1.47316
H -2.37505 1.80665 -0.92191
H -2.16525 0.36894 0.90693
H -1.29127 -1.15307 0.72359
H 0.11782 1.56376 0.64911
H 0.08650 0.38297 1.92730
H 2.61070 1.41742 -0.08810
H 3.25058 -0.07294 -0.39669
H 0.88086 -1.90878 1.25656
H 1.96867 -2.05656 0.04431


[8]
24
Properties=species:S:1:pos:R:3 method="wB97M-V/def2-TZVPD" multiplicity=1 relative_energy_kcal_mol=33.0 homo_lumo_gap_ha=0.3464 charge=0 smiles=CNC[C@@H](C)N.O.O
N 0.15916 0.51559 2.06701
C 0.16072 -0.67485 1.23966
C -0.40833 -1.99267 1.86925
C 1.51285 -0.93568 0.56074
N 1.91057 0.06041 -0.47995
C 0.93732 0.49030 -1.46312
H 1.06134 0.79023 2.40646
H -0.71140 0.81177 2.46162
H -0.52103 -0.46430 0.38937
H -0.99845 -1.75116 2.75723
H 0.44524 -2.55537 2.29788
H -0.77767 -2.56697 1.03749
H 1.48231 -1.84308 -0.08616
H 2.27921 -1.08124 1.31493
H 2.41849 0.77579 0.02183
H 0.72186 -0.38665 -2.10226
H 0.01914 0.93396 -1.07890
H 1.37583 1.14426 -2.20814
H 0.98135 3.32903 -0.63495
H 0.67109 2.52439 0.82188
O 0.80603 3.32233 0.31864
H -5.04132 -0.54803 -4.23009
H -4.32357 0.43874 -3.37366
O -4.16074 -0.33680 -3.90675


[9]
70
Properties=species:S:1:pos:R:3 method="wB97M-V/def2-TZVPD" multiplicity=1 homo_lumo_gap_ha=0.3019 charge=+1
C -6.05325 -3.49936 3.18369
C -4.42771 -3.47935 3.41418
C -3.70324 -4.17915 2.08375
C -2.15927 -3.59112 2.04794
C -1.21892 -4.40580 0.96212
C 0.35748 -4.13140 1.42293
C 1.45966 -4.62857 0.31476
C 2.16212 -3.31381 -0.44336
C 1.10992 -2.56329 -1.46601
C 0.16180 -1.41885 -0.70421
C -0.01282 -0.19471 -1.78141
N -0.96587 -0.30185 -2.96163
C -0.78441 1.06638 -3.59032
N -1.53291 1.38841 -4.69954
Cl -2.64109 0.16878 -5.28088
C -1.45359 2.74608 -5.37562
C -2.99038 3.05320 -5.95914
O -3.85021 3.90095 -5.36440
N 0.22180 1.90283 -2.82802
N 0.69074 1.14363 -1.73753
C 1.68089 1.75161 -0.76907
C 2.75576 0.69886 -0.11788
C 4.24376 1.36099 0.20037
C 5.31934 0.46859 -0.70678
H -6.60007 -3.53459 4.23394
H -6.30151 -4.42019 2.49356
H -6.39869 -2.53018 2.61357
H -4.04328 -2.36812 3.43651
H -4.05940 -4.02497 4.38308
H -4.25362 -3.78301 1.12257
H -3.64456 -5.34809 2.15294
H -1.62355 -3.68632 3.10574
H -2.14130 -2.44938 1.70163
H -1.42217 -5.57953 0.96776
H -1.45750 -4.02724 -0.12296
H 0.48915 -2.97943 1.58600
H 0.49218 -4.68521 2.46710
H 2.31954 -5.27138 0.82286
H 0.89039 -5.33271 -0.43992
H 2.50774 -2.59915 0.43597
H 3.13981 -3.70860 -0.97434
H 0.43472 -3.43301 -1.92616
H 1.67042 -2.07971 -2.40223
H 0.60560 -1.07804 0.32950
H -0.88001 -1.92212 -0.48140
H -0.73399 2.74395 -6.30591
H -1.22607 3.61475 -4.61434
H -3.31002 2.53305 -6.96127
H 0.47968 2.88352 -3.10083
H 2.32332 2.53450 -1.40136
H 1.10326 2.40269 0.02901
H 2.31770 0.39827 0.95114
H 2.85355 -0.32535 -0.70456
H 4.47707 1.21995 1.36237
H 4.30395 2.51156 -0.00552
H 5.15655 0.80886 -1.81485
H 6.42262 0.55621 -0.32227
H 5.00817 -0.68243 -0.64850
C 1.07322 5.53208 0.94875
C -0.01459 6.11548 1.46124
C -0.10733 6.43389 2.89972
O -1.10340 6.96605 3.37000
C 1.04857 6.08432 3.74913
C 2.13638 5.50092 3.23664
C 2.22912 5.18251 1.79815
O 3.22519 4.65035 1.32787
H 1.15717 5.29109 -0.10393
H -0.87038 6.37878 0.85124
H 0.96462 6.32531 4.80180
H 2.99218 5.23762 3.84663


[10]
39
Properties=species:S:1:pos:R:3 method="wB97M-V/def2-TZVPD" multiplicity=1 relative_energy_kcal_mol=0.0 homo_lumo_gap_ha=0.3421 charge=0 smiles="CO[Si](CCCOc1ccc(C=O)cc1)(OC)OC"
O -1.42302 -3.30734 5.14434
O 0.71427 -2.04137 -0.72189
O 1.84158 2.84602 -1.11019
O -0.09433 1.41090 0.39931
O -0.84025 2.83076 -1.76365
C -1.81706 -3.62380 4.06006
C 0.34927 -1.81619 1.66796
C -0.99043 -3.35892 0.40950
C -0.25408 -2.22950 2.80746
C -1.60652 -3.76862 1.56456
C 0.01310 -2.37314 0.44337
C -1.23135 -3.20297 2.79451
C 2.04118 3.52907 -2.29407
C -1.36349 0.92260 0.72048
C -1.26563 4.02571 -1.17899
C 1.76333 -1.05958 -0.54546
C 1.92245 -0.25929 -1.82034
C 0.61429 0.44470 -2.12277
Si 0.41004 1.95961 -1.09396
H -2.67622 -4.30075 4.03904
H 1.12917 -1.09980 1.81128
H -1.27847 -3.77529 -0.52381
H 0.02739 -1.76212 3.76369
H -2.34444 -4.53808 1.58098
H 1.23594 4.22332 -2.45781
H 3.00629 4.01189 -2.28626
H 2.04997 2.81589 -3.12028
H -1.37216 0.63597 1.78669
H -1.59464 0.03236 0.12545
H -2.10621 1.72346 0.57640
H -2.07217 4.47466 -1.75752
H -1.63480 3.80698 -0.18343
H -0.42467 4.72667 -1.10974
H 1.43410 -0.36877 0.23558
H 2.66481 -1.62940 -0.29682
H 2.19967 -0.93892 -2.64928
H 2.72864 0.48362 -1.76045
H 0.49142 0.75797 -3.14263
H -0.24695 -0.20832 -1.99131


[11]
110
Properties=species:S:1:pos:R:3 method="wB97M-V/def2-TZVPD" multiplicity=1 relative_energy_kcal_mol=2.1 homo_lumo_gap_ha=0.2126 charge=-1
Ca -0.17463 -1.50445 0.72430
C 4.25232 1.48526 0.55591
C 2.75915 1.47427 0.24250
C 2.32622 2.71690 -0.53679
P 2.08995 -0.04872 -0.58574
C 2.60985 0.04913 -2.36155
C 2.05530 -1.18605 -3.08564
C 4.08392 0.33962 -2.67210
C 3.00774 -1.44947 0.14723
C 3.85796 -2.32513 -0.53391
C 4.40387 -3.42983 0.09181
C 4.08773 -3.68467 1.42233
C 3.24414 -2.84167 2.11327
C 2.68735 -1.70770 1.49870
N 1.72427 -0.89881 2.08934
C 1.85297 -0.44478 3.36320
C 3.06908 -0.51567 4.09431
C 3.18482 -0.02183 5.37338
C 2.10453 0.58681 6.00864
C 0.92370 0.70871 5.29975
C 0.76665 0.22313 4.00009
P -0.75002 0.57286 3.04551
C -1.05314 2.37713 3.49463
C -1.52159 3.16201 2.26819
C -1.97949 2.68144 4.67234
C -2.07922 -0.49862 3.78588
C -2.20269 -0.63728 5.29977
C -3.42578 -0.18984 3.12605
H 4.48185 2.28861 1.26119
H 4.57085 0.54483 1.00689
H 4.84889 1.65064 -0.34318
H 2.21819 1.46537 1.19302
H 2.89645 2.82662 -1.46309
H 1.26448 2.68079 -0.79785
H 2.49501 3.61696 0.05955
H 2.02607 0.90713 -2.71909
H 2.42828 -2.12355 -2.67558
H 0.96720 -1.22172 -3.00358
H 2.32335 -1.16086 -4.14505
H 4.77243 -0.18791 -2.01470
H 4.32035 0.05414 -3.70142
H 4.29839 1.40459 -2.57080
H 4.09233 -2.15878 -1.57456
H 5.04442 -4.10454 -0.46071
H 4.47983 -4.56691 1.91348
H 2.95951 -3.07155 3.13225
H 3.93304 -0.96187 3.62120
H 4.13750 -0.10603 5.88466
H 2.18684 0.96748 7.01803
H 0.09108 1.20931 5.77630
H -0.04838 2.72401 3.75027
H -2.47244 2.77699 1.88977
H -1.66750 4.21530 2.52426
H -0.78724 3.11334 1.46238
H -3.00225 2.36449 4.46530
H -1.66516 2.20459 5.59727
H -2.00298 3.76108 4.84709
H -1.76494 -1.48252 3.41080
H -2.65844 0.24383 5.75315
H -2.84364 -1.49293 5.52897
H -1.23675 -0.81576 5.77165
H -3.83866 0.75557 3.48505
H -3.34748 -0.14413 2.03904
H -4.14636 -0.97518 3.36353
O -2.45017 -2.24706 0.89149
N -2.55326 -3.21297 0.07836
C -3.65657 -3.27967 -0.63149
C -3.91821 -4.33882 -1.55208
N -4.23400 -5.14952 -2.30340
C -4.63443 -2.23762 -0.50502
N -5.39394 -1.37655 -0.43365
I -1.23618 -4.59190 3.51615
I -2.54561 -5.20805 5.75550
F -1.08109 -5.18320 -1.90150
Te -0.44467 -4.70230 -0.22501
F 1.23308 -4.69198 -1.09560
F -0.37738 -2.88852 -1.13556
F -1.99233 -5.63677 0.33571
F 0.25579 -6.35469 0.33345
O 0.14277 -3.81732 1.23570
C 1.52049 4.05874 -4.11802
C 0.27715 3.33956 -4.56750
C -0.90341 4.03207 -4.82032
C -2.05912 3.36387 -5.18545
C -2.06250 1.97870 -5.32059
N -3.28339 1.34022 -5.65402
C -3.71353 0.06120 -5.34114
O -4.46239 -0.53993 -6.08516
N -3.27402 -0.50470 -4.16002
C -2.86878 0.11915 -2.96309
C -3.25477 1.39838 -2.58735
C -2.72636 1.93475 -1.42805
C -1.87498 1.16525 -0.65738
N -1.56226 -0.09026 -0.96957
C -2.03855 -0.59612 -2.10427
C -0.88165 1.27932 -5.11462
C 0.26489 1.96041 -4.73275
H 1.80642 4.83941 -4.82516
H 2.35796 3.36766 -4.02064
H 1.36801 4.53437 -3.14669
H -0.92747 5.11011 -4.70652
H -2.98135 3.91227 -5.33946
H -3.77400 1.69965 -6.45736
H -3.52358 -1.48098 -4.09552
H -3.94142 1.96611 -3.19666
H -2.98401 2.93780 -1.11547
H -1.45121 1.54024 0.26334
H -1.73254 -1.60653 -2.35151
H -0.85892 0.20361 -5.22882
H 1.17235 1.39842 -4.56014


The records above give, respectively, energy values of -61596.988 -16680.568 -107982.753 -7854.147 -152767.072 -26545.247 -8899.839 -11481.543 -50109.858 -31922.611 -132953.584 eV.